Entry 1:
{"formula": "C44H43N7O2Ti", "method": "ωB97M-V with the def2-TZVPD basis set", "de_lowest_kcal_mol": 0.0, "charge": 4, "homo_energy_ha": -0.6700, "energy_ha": -3084.35879, "elements": ["Ti", "C", "C", "C", "C", "C", "C", "C", "C", "N", "C", "C", "C", "C", "N", "C", "C", "C", "C", "C", "C", "C", "C", "H", "H", "H", "H", "H", "H", "H", "H", "H", "H", "H", "H", "H", "H", "H", "H", "H", "H", "H", "H", "H", "H", "H", "H", "O", "C", "O", "C", "C", "C", "C", "C", "C", "N", "C", "C", "C", "C", "C", "C", "N", "H", "H", "H", "H", "H", "H", "H", "H", "H", "H", "C", "C", "N", "C", "C", "C", "C", "C", "C", "C", "C", "N", "C", "N", "H", "H", "H", "H", "H", "H", "H", "H", "H"], "xyz": [[-0.38, -0.66, -0.48], [-1.89, 1.55, -4.32], [-0.38, 1.56, -4.23], [0.32, 1.77, -5.41], [1.70, 1.77, -5.43], [2.42, 1.52, -4.27], [1.76, 1.28, -3.07], [2.57, 0.97, -1.84], [0.36, 1.32, -3.06], [-0.38, 1.06, -1.84], [-1.15, 2.02, -1.43], [-1.07, 3.44, -1.84], [-2.23, 1.59, -0.46], [-3.39, 2.42, -0.11], [-2.06, 0.37, -0.08], [-2.87, -0.52, 0.65], [-3.10, -0.36, 2.04], [-2.50, 0.75, 2.84], [-3.97, -1.27, 2.63], [-4.57, -2.28, 1.89], [-4.32, -2.43, 0.53], [-3.47, -1.55, -0.12], [-3.28, -1.64, -1.61], [-2.21, 0.99, -5.20], [-2.28, 2.56, -4.46], [-2.39, 1.11, -3.45], [-0.23, 1.95, -6.32], [2.23, 1.96, -6.36], [3.50, 1.51, -4.29], [3.63, 1.05, -2.05], [2.40, -0.06, -1.51], [2.36, 1.66, -1.01], [-0.12, 3.66, -2.31], [-1.23, 4.08, -0.97], [-1.86, 3.69, -2.55], [-3.80, 2.89, -1.01], [-3.07, 3.25, 0.54], [-4.16, 1.85, 0.40], [-1.63, 1.19, 2.38], [-2.22, 0.39, 3.83], [-3.24, 1.54, 3.00], [-4.18, -1.17, 3.69], [-5.25, -2.96, 2.39], [-4.82, -3.21, -0.03], [-3.29, -2.67, -1.95], [-2.37, -1.16, -1.99], [-4.11, -1.13, -2.12], [-1.81, -3.45, 6.87], [-2.04, -4.17, 5.77], [-2.61, -5.21, 5.82], [-1.61, -3.62, 4.42], [-2.05, -4.34, 3.31], [-1.67, -3.96, 2.04], [-0.84, -2.86, 1.86], [-0.42, -2.11, 2.95], [-0.79, -2.51, 4.23], [-0.40, -2.56, 0.51], [0.05, -3.54, -0.18], [0.41, -3.31, -1.57], [0.95, -4.30, -2.36], [1.22, -4.02, -3.70], [0.92, -2.76, -4.18], [0.40, -1.80, -3.32], [0.17, -2.04, -2.02], [-1.44, -2.57, 6.71], [-2.67, -5.21, 3.48], [-2.03, -4.52, 1.18], [0.23, -1.26, 2.83], [-0.41, -1.94, 5.07], [0.20, -4.52, 0.26], [1.13, -5.28, -1.94], [1.64, -4.78, -4.35], [1.08, -2.50, -5.22], [0.17, -0.81, -3.69], [3.17, -0.34, 1.70], [2.09, -0.80, 0.99], [0.98, -0.02, 0.79], [0.98, 1.26, 1.28], [2.03, 1.79, 1.98], [3.15, 0.96, 2.21], [1.99, 3.18, 2.46], [2.99, 4.07, 2.36], [4.29, 3.88, 1.70], [5.22, 4.91, 1.70], [6.42, 4.69, 1.03], [6.68, 3.53, 0.43], [5.74, 2.60, 0.50], [4.56, 2.71, 1.09], [4.01, -0.99, 1.87], [2.07, -1.81, 0.61], [0.10, 1.85, 1.09], [3.94, 1.30, 2.86], [1.06, 3.50, 2.94], [2.82, 5.05, 2.78], [5.01, 5.86, 2.19], [7.19, 5.45, 0.99], [5.96, 1.65, 0.02]]}



Entry 2:
{"formula": "C44H44BN6O4PPb", "method": "ωB97M-V with the def2-TZVPD basis set", "de_lowest_kcal_mol": 1.9, "charge": 0, "homo_energy_ha": -0.2584, "energy_ha": -2891.71442, "elements": ["Pb", "C", "C", "C", "C", "N", "C", "N", "C", "N", "C", "N", "C", "C", "C", "C", "C", "N", "C", "C", "C", "C", "C", "C", "H", "H", "H", "H", "H", "H", "H", "H", "H", "H", "H", "H", "O", "N", "C", "C", "C", "C", "C", "C", "C", "P", "C", "C", "C", "C", "C", "C", "C", "C", "C", "C", "C", "C", "H", "H", "H", "H", "H", "H", "H", "H", "H", "H", "H", "H", "H", "H", "H", "H", "C", "C", "C", "O", "B", "O", "C", "C", "C", "H", "H", "H", "H", "H", "H", "H", "H", "H", "H", "H", "H", "C", "O", "H", "H", "H", "H"], "xyz": [[0.33, 0.77, 0.65], [-4.32, 0.84, -0.41], [-4.95, 0.05, 0.55], [-4.23, -0.35, 1.65], [-2.88, 0.03, 1.80], [-2.27, 0.77, 0.84], [-3.00, 1.16, -0.21], [-2.29, -0.43, 2.95], [-1.17, -0.06, 3.46], [-0.22, 0.84, 3.01], [0.76, 0.94, 3.97], [1.85, 1.62, 4.00], [2.19, 2.65, 3.14], [3.56, 2.92, 3.01], [3.98, 3.98, 2.24], [3.02, 4.79, 1.64], [1.69, 4.48, 1.86], [1.27, 3.44, 2.58], [0.44, 0.01, 5.09], [1.11, -0.26, 6.27], [0.54, -1.21, 7.12], [-0.66, -1.84, 6.79], [-1.32, -1.55, 5.60], [-0.74, -0.61, 4.77], [-4.84, 1.18, -1.29], [-5.98, -0.25, 0.44], [-4.65, -0.95, 2.44], [-2.48, 1.76, -0.94], [4.27, 2.28, 3.53], [5.03, 4.19, 2.12], [3.29, 5.65, 1.04], [0.91, 5.09, 1.42], [2.04, 0.24, 6.51], [1.03, -1.46, 8.05], [-1.08, -2.57, 7.47], [-2.26, -2.02, 5.33], [-1.43, 4.25, 0.51], [-0.97, 3.60, -0.61], [-0.84, 4.38, -1.60], [-0.41, 3.95, -2.94], [-0.27, 5.01, -3.85], [0.15, 4.81, -5.15], [0.44, 3.53, -5.58], [0.29, 2.47, -4.70], [-0.14, 2.64, -3.38], [-0.29, 1.10, -2.38], [1.25, 0.25, -2.90], [2.45, 0.95, -2.74], [3.66, 0.33, -3.01], [3.69, -0.99, -3.43], [2.51, -1.70, -3.56], [1.29, -1.08, -3.30], [-1.65, 0.21, -3.24], [-2.41, 0.72, -4.28], [-3.49, 0.01, -4.78], [-3.83, -1.22, -4.25], [-3.09, -1.74, -3.19], [-2.02, -1.02, -2.68], [-1.28, 3.62, 1.24], [-1.05, 5.44, -1.46], [-0.48, 6.02, -3.51], [0.26, 5.66, -5.82], [0.77, 3.35, -6.60], [0.52, 1.47, -5.04], [2.43, 1.98, -2.42], [4.58, 0.89, -2.90], [4.64, -1.47, -3.64], [2.52, -2.73, -3.88], [0.38, -1.65, -3.41], [-2.17, 1.69, -4.71], [-4.08, 0.42, -5.59], [-4.67, -1.78, -4.64], [-3.35, -2.69, -2.76], [-1.46, -1.42, -1.84], [0.03, -4.66, 2.38], [-0.51, -3.73, 1.32], [-2.02, -3.87, 1.20], [-0.26, -2.36, 1.73], [0.01, -1.62, 0.61], [0.19, -2.43, -0.50], [0.23, -3.80, -0.05], [1.70, -4.18, 0.07], [-0.45, -4.67, -1.09], [-0.56, -4.55, 3.29], [1.06, -4.43, 2.62], [-0.04, -5.70, 2.06], [-2.47, -3.59, 2.15], [-2.32, -4.89, 0.95], [-2.42, -3.18, 0.44], [2.19, -3.55, 0.82], [2.18, -4.00, -0.89], [1.82, -5.23, 0.35], [-1.45, -4.31, -1.33], [-0.53, -5.70, -0.74], [0.14, -4.68, -2.01], [4.07, -0.05, 0.73], [2.89, -0.23, 1.49], [4.89, -0.66, 1.12], [4.38, 1.00, 0.72], [3.85, -0.36, -0.28], [3.02, 0.10, 2.39]]}



Entry 3:
{"formula": "C44H44BrFeN8O2Te", "method": "ωB97M-V with the def2-TZVPD basis set", "de_lowest_kcal_mol": 19.9, "multiplicity": 5, "charge": 1, "homo_energy_ha": [-0.3504, -0.3512], "energy_ha": -6397.01893, "elements": ["Fe", "Br", "C", "C", "C", "C", "C", "C", "N", "N", "C", "C", "C", "C", "O", "C", "N", "C", "C", "C", "C", "H", "H", "H", "H", "H", "H", "H", "H", "H", "C", "N", "C", "N", "C", "N", "C", "N", "C", "C", "H", "H", "H", "H", "H", "H", "H", "H", "H", "H", "H", "H", "C", "C", "C", "C", "C", "C", "Te", "N", "C", "O", "C", "C", "C", "C", "C", "C", "C", "C", "C", "C", "C", "C", "C", "C", "C", "C", "H", "H", "H", "H", "H", "H", "H", "H", "H", "H", "H", "H", "H", "H", "H", "H", "H", "H", "H", "H", "H", "H", "H"], "xyz": [[0.20, 0.45, -0.45], [-8.03, -0.51, 5.63], [-7.46, 0.82, 4.41], [-8.38, 1.41, 3.55], [-7.97, 2.37, 2.66], [-6.62, 2.72, 2.57], [-5.70, 2.15, 3.47], [-6.13, 1.20, 4.38], [-6.24, 3.72, 1.67], [-5.16, 3.77, 1.06], [-4.30, 2.70, 0.84], [-4.74, 1.37, 0.70], [-3.87, 0.34, 0.40], [-2.51, 0.58, 0.20], [-1.63, -0.34, -0.10], [-2.06, 1.93, 0.32], [-0.71, 2.10, 0.13], [-0.22, 3.32, 0.25], [-1.02, 4.43, 0.53], [-2.38, 4.28, 0.70], [-2.93, 2.99, 0.60], [-9.42, 1.12, 3.61], [-8.67, 2.84, 1.97], [-4.67, 2.47, 3.46], [-5.42, 0.76, 5.08], [-5.79, 1.17, 0.80], [-4.23, -0.68, 0.29], [0.85, 3.44, 0.11], [-0.56, 5.41, 0.61], [-3.02, 5.13, 0.89], [2.25, 0.91, 2.12], [2.85, 0.45, 3.35], [3.58, -0.79, 3.09], [2.70, -1.82, 2.56], [2.10, -1.34, 1.33], [1.31, -0.09, 1.54], [0.28, -0.39, 2.56], [0.86, -0.86, 3.80], [1.78, 0.16, 4.31], [1.63, -2.08, 3.53], [3.03, 1.11, 1.38], [1.70, 1.84, 2.32], [4.03, -1.14, 4.03], [4.38, -0.60, 2.37], [1.43, -2.11, 0.94], [2.88, -1.14, 0.60], [-0.39, -1.16, 2.15], [-0.30, 0.51, 2.76], [2.23, -0.19, 5.24], [1.22, 1.07, 4.51], [0.97, -2.84, 3.13], [2.07, -2.44, 4.46], [3.36, 6.42, -5.88], [2.92, 5.18, -5.16], [1.60, 5.00, -4.77], [1.19, 3.86, -4.09], [-0.26, 3.72, -3.71], [2.14, 2.88, -3.79], [1.53, 1.12, -2.69], [0.83, -0.92, -1.27], [1.59, -1.67, -2.01], [2.35, -1.16, -2.89], [1.54, -3.15, -1.80], [2.63, -3.93, -2.13], [2.58, -5.30, -1.91], [1.45, -5.88, -1.37], [0.35, -5.09, -1.03], [0.40, -3.72, -1.24], [0.40, 0.48, -4.36], [1.15, 0.34, -5.53], [0.53, -0.05, -6.71], [-0.83, -0.31, -6.72], [-1.57, -0.17, -5.55], [-0.97, 0.23, -4.35], [-1.83, 0.36, -3.13], [3.47, 3.03, -4.17], [4.54, 2.00, -3.87], [3.84, 4.19, -4.85], [2.52, 7.09, -6.07], [3.82, 6.16, -6.84], [4.11, 6.96, -5.30], [0.87, 5.76, -5.01], [-0.75, 4.70, -3.68], [-0.38, 3.25, -2.73], [-0.79, 3.11, -4.45], [3.52, -3.46, -2.55], [3.43, -5.92, -2.17], [1.41, -6.94, -1.20], [-0.53, -5.54, -0.60], [-0.44, -3.09, -0.98], [2.21, 0.54, -5.51], [1.12, -0.15, -7.61], [-1.32, -0.62, -7.63], [-2.63, -0.36, -5.56], [-2.86, 0.57, -3.39], [-1.48, 1.17, -2.48], [-1.81, -0.56, -2.55], [4.11, 1.02, -3.68], [5.12, 2.30, -3.00], [5.23, 1.92, -4.71], [4.88, 4.31, -5.14]]}



Entry 4:
{"formula": "C44H44N4O10S2Se2Ta", "method": "ωB97M-V with the def2-TZVPD basis set", "de_lowest_kcal_mol": 60.4, "charge": -1, "homo_energy_ha": -0.1412, "energy_ha": -8330.85853, "elements": ["Ta", "O", "C", "C", "C", "O", "C", "Se", "C", "Se", "H", "H", "H", "H", "H", "H", "H", "H", "H", "H", "C", "O", "C", "C", "C", "C", "C", "C", "O", "C", "O", "C", "H", "H", "H", "H", "H", "H", "H", "H", "H", "C", "C", "C", "C", "C", "C", "C", "S", "O", "O", "N", "C", "C", "O", "O", "H", "H", "H", "H", "H", "H", "H", "H", "H", "C", "C", "O", "S", "C", "C", "C", "C", "C", "C", "C", "C", "H", "H", "H", "H", "H", "H", "H", "C", "C", "N", "C", "C", "C", "C", "C", "C", "C", "C", "N", "C", "N", "H", "H", "H", "H", "H", "H", "H", "H", "H"], "xyz": [[0.55, -0.93, 0.88], [2.02, -6.29, -0.49], [2.82, -6.00, 0.66], [2.54, -4.58, 1.15], [3.38, -4.38, 2.41], [2.93, -5.14, 3.54], [2.97, -3.60, 0.07], [3.03, -1.67, 0.45], [1.04, -4.49, 1.44], [0.51, -2.95, 2.47], [2.16, -7.21, -0.73], [3.89, -6.09, 0.41], [2.60, -6.70, 1.48], [3.42, -3.32, 2.65], [4.41, -4.71, 2.21], [2.15, -4.68, 3.88], [2.34, -3.73, -0.80], [4.00, -3.81, -0.22], [0.72, -5.36, 2.02], [0.48, -4.49, 0.51], [-5.83, -0.95, 2.80], [-5.67, 0.35, 2.23], [-4.40, 0.74, 1.95], [-4.25, 2.07, 1.51], [-2.99, 2.52, 1.21], [-1.86, 1.70, 1.32], [-0.51, 2.17, 0.97], [-0.29, 3.58, 0.51], [0.49, 1.45, 1.07], [-2.05, 0.38, 1.76], [-1.01, -0.45, 1.88], [-3.31, -0.09, 2.08], [-6.89, -1.05, 3.01], [-5.26, -1.05, 3.72], [-5.52, -1.72, 2.10], [-5.12, 2.70, 1.43], [-2.86, 3.55, 0.89], [-0.49, 4.29, 1.32], [-0.96, 3.83, -0.32], [0.74, 3.67, 0.19], [-3.38, -1.12, 2.41], [-2.44, -4.65, -6.11], [-2.16, -4.00, -4.78], [-3.21, -3.50, -3.99], [-2.95, -2.88, -2.79], [-1.64, -2.75, -2.36], [-0.58, -3.23, -3.12], [-0.86, -3.85, -4.32], [-1.37, -1.92, -0.83], [0.09, -2.30, -0.52], [-2.27, -2.49, 0.13], [-1.50, -0.40, -0.94], [-0.87, 0.26, -2.10], [0.65, 0.35, -2.03], [1.28, 0.70, -3.00], [1.14, 0.08, -0.86], [-3.45, -5.07, -6.14], [-1.73, -5.44, -6.32], [-2.37, -3.92, -6.91], [-4.23, -3.62, -4.33], [-3.76, -2.50, -2.17], [0.44, -3.11, -2.77], [-0.04, -4.24, -4.92], [-1.25, 1.28, -2.13], [-1.14, -0.21, -3.04], [6.00, 6.30, -5.19], [5.51, 5.36, -4.10], [4.72, 4.48, -4.32], [6.24, 5.71, -2.51], [5.44, 4.53, -1.47], [4.60, 4.98, -0.46], [4.05, 4.07, 0.44], [4.35, 2.71, 0.35], [5.15, 2.27, -0.70], [5.70, 3.17, -1.60], [3.87, 1.79, 1.34], [3.44, 1.02, 2.16], [5.14, 6.85, -5.57], [6.42, 5.71, -6.00], [6.74, 7.01, -4.82], [4.38, 6.03, -0.37], [3.40, 4.41, 1.24], [5.34, 1.20, -0.80], [6.34, 2.81, -2.40], [3.27, 0.50, 4.55], [2.89, 0.06, 3.14], [1.45, -0.09, 2.91], [0.63, 0.29, 3.87], [0.94, 0.78, 5.13], [2.35, 0.87, 5.44], [-0.08, 1.29, 5.99], [-1.42, 1.04, 6.13], [-2.26, -0.09, 5.73], [-1.85, -1.29, 5.12], [-2.80, -2.26, 4.88], [-4.09, -2.13, 5.20], [-4.38, -0.96, 5.78], [-3.56, 0.04, 6.07], [4.33, 0.51, 4.77], [3.37, -0.90, 2.93], [-0.41, 0.23, 3.62], [2.65, 1.20, 6.43], [0.27, 2.09, 6.64], [-1.98, 1.74, 6.74], [-0.83, -1.48, 4.84], [-2.50, -3.19, 4.41], [-5.42, -0.82, 6.06]]}